No. 1
DFT (ωB97M-V/def2-TZVPD) results for C17H26BrCaCl7F2LiN2O10P as an isolated structure in a non-equilibrium geometry.

## Properties
energy	-8546.408323	Ha
highest occupied orbital energy	-0.2523	Eh
gap between HOMO and LUMO	3.992	eV
largest force on an atom	6.2	eV Å⁻¹

Each line ends with the Mulliken charge.
Cartesian coordinates (Å):
C 0.7578 -1.4832 -1.2931  -0.598
C 1.5085 -0.4928 -2.2403  -0.325
C 1.7101 0.8973 -1.5277  0.142
O 1.7360 0.8944 -0.2972  -0.639
O 1.7584 2.1768 -2.1230  -0.299
C 0.5236 2.5814 -2.6532  -0.576
C -0.5994 2.8472 -1.5987  -1.002
C -1.4493 1.6069 -1.3436  -0.474
C -1.6610 1.1391 -0.0518  0.277
C -2.4150 -0.0095 0.0745  -1.025
C -2.9237 -0.6718 -1.0756  -1.390
C -2.6820 -0.1539 -2.2725  1.078
P -3.2864 -0.9413 -3.7798  0.752
O -2.2448 -1.7427 -4.4081  -0.651
O -4.6278 -1.7659 -3.5299  -0.512
O -3.6615 0.2928 -4.8438  -0.639
N -1.9545 0.9904 -2.3880  0.671
H -0.3075 -1.2206 -1.1805  0.066
H 1.2023 -1.5100 -0.2845  0.058
H 0.7850 -2.5109 -1.6810  0.480
H 0.8642 -0.4083 -3.1332  0.074
H 2.4549 -0.9604 -2.4773  0.630
H 0.7151 3.5521 -3.1365  0.430
H 0.1683 1.9253 -3.4785  0.317
H -1.2819 3.6240 -1.9891  0.457
H -0.2096 3.2545 -0.6601  0.346
H -1.2406 1.6918 0.7850  0.866
H -2.5784 -0.3955 1.0793  0.576
H -3.4865 -1.5934 -0.9650  0.362
H -4.3517 -2.6565 -3.2359  0.399
H -2.8170 0.6665 -5.1487  0.315
H -1.7552 1.3682 -3.3061  0.255
O -4.8367 3.0804 0.5124  -0.579
Cl -3.9831 3.4662 1.5825  1.716
O -2.6794 3.8704 1.0499  -0.698
O -3.7748 2.3283 2.4797  -0.723
O -4.5476 4.5538 2.3311  -0.699
N -0.4251 0.3162 4.3761  0.142
C -0.9002 1.4875 3.8433  -0.556
C 0.1717 2.3250 3.6215  -0.396
C 1.3431 1.6343 4.0395  -0.682
C 0.9415 0.3888 4.5027  -0.260
H -0.9931 -0.4801 4.6446  0.076
H -1.9617 1.6287 3.6701  0.651
H 0.1212 3.3218 3.2114  0.500
H 2.3623 1.9976 4.0057  0.633
H 1.5088 -0.4394 4.9025  0.032
C 2.8916 -3.6231 4.8823  0.299
Cl 2.3176 -3.5204 3.2195  -0.001
Cl 2.9150 -2.0230 5.6560  -0.197
Cl 1.8207 -4.6926 5.8182  -0.110
Cl 4.5231 -4.2739 4.8979  -0.046
Li -5.4185 -0.0075 -5.6465  0.922
Br 3.9176 0.8456 -2.7759  -0.582
Ca 1.1574 0.2181 2.3050  1.754
F 4.3850 -2.4838 2.2281  -0.852
C -1.6744 -3.8996 3.5420  -0.464
Cl -0.6239 -3.1535 2.3329  -0.009
Cl -1.6141 -3.0182 5.0772  -0.163
H -2.6943 -3.8926 3.1735  0.361
H -1.3424 -4.9193 3.7076  0.328
F -5.0972 0.6884 -1.0775  -0.813
C 7.3251 -0.3978 -3.2958  -0.523
O 6.7801 -0.1018 -4.5790  -0.482
H 7.0354 0.3888 -2.6052  0.178
H 6.9341 -1.3524 -2.9364  0.249
H 8.4174 -0.4420 -3.3611  0.295
H 7.0476 -0.8110 -5.1721  0.276



No. 2
DFT (ωB97M-V/def2-TZVPD) results for C14H13F3N5O4STi as an isolated structure in a non-equilibrium geometry.

## Properties
energy	-2662.739035	Ha
2S+1	2
charge	+2
highest occupied orbital energy (alpha / beta)	-0.5490 / -0.6017	Eh
gap between HOMO and LUMO (alpha / beta)	6.919 / 8.166	eV
largest force on an atom	2.7	eV Å⁻¹

Each line ends with the Mulliken charge.
Cartesian coordinates (Å):
Ti -1.0264 -0.3391 0.3151  0.228
N -1.5141 -0.3418 2.7722  -0.345
N -2.2964 -1.3964 3.2633  -0.393
C -2.8228 -2.2534 2.3928  0.844
N -3.6504 -3.1762 2.8473  -0.388
S -2.4682 -2.2422 0.6976  -0.333
H -0.6825 -0.2531 3.3431  0.312
H -2.0517 0.5189 2.8147  0.333
H -2.5615 -1.3834 4.2369  0.229
H -3.8967 -3.2489 3.8225  0.215
H -4.0659 -3.8398 2.2142  0.235
O -3.1894 3.0706 0.0012  -0.435
C -2.5054 2.1757 -0.3293  0.277
O -1.9920 1.2099 0.5938  -0.282
C -1.9260 1.8411 -1.6616  0.550
C -1.4717 2.7435 -2.5875  -0.657
C -0.6055 2.3067 -3.6193  -0.539
C -0.1017 1.0198 -3.6423  -0.802
C -0.5859 0.1569 -2.6691  0.374
C -1.5498 0.5068 -1.7597  -0.185
N 0.0821 -1.0638 -2.3113  1.124
O 0.8297 -1.6633 -2.9895  -0.487
O -0.1744 -1.4130 -1.0971  -0.454
H -1.7230 3.7936 -2.4968  0.529
H -0.2484 3.0234 -4.3472  0.433
H 0.6700 0.7112 -4.3352  0.531
H -2.2370 -0.2834 -1.3908  0.621
F 5.0269 0.6030 -1.4507  -0.229
C 4.9979 0.0616 -0.2275  0.713
F 5.6966 0.8423 0.6044  -0.224
F 5.5673 -1.1416 -0.2769  -0.255
C 3.5642 -0.0231 0.2699  0.405
C 3.0188 -1.2183 0.7028  -0.721
C 1.7086 -1.2051 1.1261  -0.068
N 0.9464 -0.1010 1.1349  -0.047
C 1.5102 1.0678 0.7499  -0.338
C 2.8052 1.1419 0.2970  -0.858
H 3.5860 -2.1382 0.7033  0.547
H 1.2249 -2.1175 1.4496  0.429
H 0.8926 1.9518 0.8403  0.601
H 3.2192 2.0964 -0.0011  0.508



No. 3
DFT (ωB97M-V/def2-TZVPD) results for C15H29N5RuS as an isolated structure.

## Properties
energy	-1354.246937	Ha
charge	+4
highest occupied orbital energy (alpha / beta)	-0.8514 / -0.8514	Eh
gap between HOMO and LUMO (alpha / beta)	7.016 / 7.018	eV
largest force on an atom	0.1	eV Å⁻¹

Each line ends with the Mulliken charge.
Cartesian coordinates (Å):
Ru 0.4581 0.2233 -0.0853  0.379
C 2.0913 3.1356 -0.8613  -0.909
C 0.5626 3.0619 -0.7371  -0.263
N -0.1482 1.8048 -1.2080  -0.180
C -1.6422 2.0006 -1.0588  -0.561
C -2.3443 0.6658 -1.0093  -0.809
N -1.6103 -0.2717 -0.0937  0.213
C -2.1907 -0.4821 1.2726  -0.726
C -2.0616 0.6839 2.2342  -0.929
C -0.6823 1.3358 2.3914  -0.268
N 0.5302 0.5642 1.9121  -0.127
C 1.7797 1.3880 2.1931  -0.597
C 2.9447 0.9105 1.3587  -0.788
N 2.5268 0.7414 -0.0746  -0.014
C 2.8668 1.8437 -1.0364  -0.893
H 2.4544 3.6839 0.0105  0.321
H 2.3546 3.7616 -1.7154  0.404
H 0.0995 3.8787 -1.2984  0.615
H 0.2396 3.2031 0.2952  0.115
H 0.0826 1.6461 -2.1953  0.379
H -2.0054 2.6161 -1.8839  0.518
H -1.7886 2.5674 -0.1394  0.352
H -2.3705 0.2095 -2.0002  0.473
H -3.3791 0.7951 -0.6873  0.344
H -1.6946 -1.1856 -0.5306  0.298
H -1.6848 -1.3655 1.6715  0.252
H -3.2460 -0.7427 1.1712  0.465
H -2.4047 0.3166 3.2028  0.433
H -2.7648 1.4763 1.9700  0.302
H -0.4858 1.5659 3.4421  0.607
H -0.6375 2.2911 1.8689  0.134
H 0.5940 -0.3202 2.4258  0.375
H 2.0018 1.3283 3.2604  0.532
H 1.5214 2.4232 1.9713  0.336
H 3.3034 -0.0572 1.7136  0.485
H 3.7773 1.6116 1.4439  0.403
H 3.0819 -0.0421 -0.4156  0.485
H 2.7050 1.4205 -2.0312  0.434
H 3.9346 2.0583 -0.9610  0.451
S 1.1036 -1.6757 -0.8163  -0.297
C 0.0000 -3.0552 -1.0516  0.390
N -0.0896 -3.5462 -2.3245  -0.044
C -0.6881 -4.7064 -2.6127  -0.221
C -1.2639 -5.4646 -1.5960  -0.572
C -1.1894 -5.0039 -0.2970  -0.477
C -0.5402 -3.7872 -0.0197  -0.023
H 0.3519 -3.0454 -3.0930  0.301
H -0.6861 -5.0100 -3.6536  0.480
H -1.7379 -6.4071 -1.8416  0.474
H -1.6053 -5.5880 0.5161  0.481
H -0.4241 -3.4557 1.0035  0.467



- Among the records above, which one has the lowest largest force on an atom?
  C15H29N5RuS